Entry 1:
DFT (ωB97M-V/def2-TZVPD) results for a molecular structure, C19H26N2W in a non-equilibrium geometry.

Last column: Mulliken charge in e.
Atoms and positions in Å:
C  -1.385  -0.811  0.650  -1.6779
C  0.916  0.699  0.627  -1.0705
H  -2.118  -0.037  0.406  0.5498
H  -1.097  -0.731  1.704  0.2941
H  -1.855  -1.785  0.459  0.5945
H  1.290  1.474  -0.046  0.6073
H  0.441  2.473  1.815  0.4879
H  1.803  0.122  0.950  0.4797
C  -2.294  -1.062  -2.397  -0.0177
C  -2.908  -1.367  -3.595  -0.7269
C  -2.223  -1.222  -4.801  -0.5015
C  -0.916  -0.754  -4.768  -0.6652
H  -2.814  -1.097  -1.441  0.4511
H  -3.936  -1.722  -3.567  0.4090
H  -2.700  -1.467  -5.744  0.4890
H  -0.340  -0.595  -5.677  0.3628
N  -0.968  -0.710  -2.366  -0.3401
C  -0.284  -0.500  -3.552  0.7683
C  1.090  -0.065  -3.402  0.8304
N  1.530  0.047  -2.097  -0.0123
C  2.820  0.437  -1.852  -0.0512
C  3.238  0.672  -4.214  -0.5867
C  3.660  0.808  -2.892  -0.7645
H  3.142  0.477  -0.811  0.5305
H  4.650  1.182  -2.643  0.4198
C  1.952  0.218  -4.464  -0.6556
H  1.572  0.071  -5.474  0.3761
H  3.906  0.915  -5.035  0.4754
W  0.178  -0.741  -0.647  1.6543
C  1.059  -2.478  -0.334  -1.2912
H  2.149  -2.397  -0.310  0.3761
H  0.793  -3.160  -1.152  0.3902
H  0.716  -2.927  0.604  0.4094
C  -0.990  -0.359  4.889  -1.6577
C  -0.686  0.987  4.237  2.0842
C  -1.953  1.830  4.152  -1.5420
C  0.410  1.720  4.996  -1.5967
C  -0.208  0.721  2.847  -0.9893
C  0.316  1.382  1.846  -0.3857
H  -1.299  -0.211  5.931  0.4415
H  -0.099  -0.997  4.865  0.3617
H  -1.791  -0.870  4.344  0.3761
H  -2.323  2.070  5.156  0.4228
H  -1.760  2.771  3.620  0.3746
H  -2.736  1.284  3.613  0.3689
H  1.324  1.116  5.019  0.3806
H  0.638  2.679  4.518  0.3386
H  0.090  1.909  6.029  0.4279

Properties
Net charge: +2
Orbital gap (spin up / spin down) (eV): 4.938 / 6.119
Multiplicity: 3
Expectation value of S²: 2.013
Largest force on an atom (hartree/bohr): 0.0432
E (eV): -24910.3740


Entry 2:
DFT (ωB97M-V/def2-TZVPD) results for a molecular structure, C19H26N8O4OsPSe in a non-equilibrium geometry.

Last column: Mulliken charge in e.
Atoms and positions in Å:
Os  -0.011  0.694  -0.152  1.9812
N  -1.466  -1.843  3.215  0.1556
C  -0.925  -0.646  2.991  -0.2286
N  -0.887  -0.456  1.682  -0.2842
C  -1.417  -1.610  1.161  0.1056
N  -1.778  -2.469  2.073  -0.5456
C  -1.507  -1.813  -0.278  0.5754
C  -2.055  -2.949  -0.869  -0.3466
N  -2.078  -3.090  -2.183  -0.4028
C  -1.565  -2.135  -2.951  -0.5188
C  -1.015  -0.989  -2.396  -0.2236
N  -1.007  -0.844  -1.063  0.2340
H  -1.673  -2.287  4.101  0.2151
H  -0.597  0.045  3.752  0.4961
H  -2.466  -3.738  -0.250  0.5331
H  -1.585  -2.277  -4.025  0.4363
H  -0.591  -0.205  -3.008  0.4656
Se  -5.013  1.181  -1.117  0.4782
N  -4.847  2.891  -1.254  -0.6521
C  -3.584  3.201  -1.017  0.5882
C  -3.062  4.511  -0.995  -0.3581
C  -1.726  4.649  -0.707  -1.2436
C  -0.939  3.530  -0.465  -0.2059
N  -1.367  2.253  -0.471  0.0423
C  -2.723  2.067  -0.740  0.5085
N  -3.304  0.894  -0.734  -0.3974
H  -3.707  5.358  -1.196  0.5233
H  -1.266  5.627  -0.670  0.4728
H  0.113  3.674  -0.278  0.7022
C  4.028  2.501  1.745  -1.6588
C  2.670  2.704  1.085  1.1946
C  1.787  3.521  2.017  -1.3850
C  2.794  3.267  -0.320  -1.4506
O  1.932  1.360  0.968  -0.5467
P  2.676  -0.039  0.537  0.8685
O  3.964  0.070  -0.139  -0.6691
O  1.456  -0.605  -0.265  -0.5310
O  2.702  -0.824  1.910  0.0713
C  3.529  -1.999  2.203  1.2875
C  4.899  -1.484  2.665  -1.4975
C  3.607  -2.949  1.028  -1.4781
C  2.817  -2.663  3.414  -1.5414
H  4.426  3.483  1.996  0.5250
H  4.737  2.011  1.083  0.4209
H  3.932  1.926  2.669  0.3689
H  2.108  4.561  2.007  0.4453
H  1.868  3.149  3.039  0.3797
H  0.737  3.473  1.728  0.3723
H  3.112  4.307  -0.283  0.5147
H  1.838  3.218  -0.854  0.3812
H  3.530  2.704  -0.896  0.3533
H  5.354  -0.925  1.837  0.3267
H  5.527  -2.336  2.921  0.4814
H  4.817  -0.830  3.533  0.3540
H  4.156  -2.498  0.195  0.3732
H  2.608  -3.215  0.674  0.3043
H  4.133  -3.854  1.320  0.4860
H  2.712  -1.947  4.230  0.3690
H  3.413  -3.507  3.751  0.4504
H  1.833  -3.015  3.098  0.3237

Properties
Net charge: +3
Orbital gap (spin up / spin down) (eV): 6.556 / 4.733
Multiplicity: 5
Expectation value of S²: 6.026
Largest force on an atom (hartree/bohr): 0.0885
Relative energy (zero: lowest compared OMol25 entry of this formula, charge and spin) (kcal/mol): 44.2
E (eV): -117310.0568


Entry 3:
DFT (ωB97M-V/def2-TZVPD) results for a gas-phase ion, C19H26NO3 (charge -1) in a non-equilibrium geometry.

Last column: Mulliken charge in e.
Atoms and positions in Å:
C  0.808  1.043  2.102  -1.0649
N  -0.288  1.334  1.264  0.2260
C  -1.574  0.971  1.557  0.0726
O  -1.930  0.426  2.600  -0.7923
C  -2.433  1.489  0.432  1.0879
O  -2.874  0.155  -0.272  0.1322
C  -4.097  -0.176  -0.722  -0.3748
C  -4.810  -1.293  -0.154  -0.0824
C  -4.137  -2.274  0.837  2.8670
C  -4.930  -3.558  1.055  -2.3381
C  -4.047  -1.586  2.200  -1.5282
C  -2.725  -2.679  0.358  -1.6927
C  -6.163  -1.486  -0.411  -0.3640
C  -6.844  -0.706  -1.317  -1.5558
C  -6.124  0.184  -2.080  -0.2709
C  -4.778  0.441  -1.845  0.0631
C  -4.101  1.465  -2.814  2.9415
C  -4.860  1.683  -4.120  -2.4438
C  -2.681  1.019  -3.221  -1.7586
C  -4.103  2.842  -2.116  -1.6668
C  -1.508  2.163  -0.431  -1.2480
C  -0.181  2.027  -0.007  0.0442
O  0.887  2.381  -0.459  -0.7678
H  0.529  0.254  2.815  0.3492
H  1.638  0.663  1.492  0.3449
H  1.220  1.912  2.656  0.2764
H  -3.335  1.993  0.831  0.2963
H  -5.092  -4.108  0.126  0.4408
H  -4.353  -4.228  1.689  0.5032
H  -5.855  -3.388  1.607  0.4379
H  -3.305  -0.772  2.216  0.2885
H  -5.025  -1.160  2.450  0.2649
H  -3.824  -2.312  2.997  0.4358
H  -2.104  -1.796  0.139  0.1537
H  -2.252  -3.309  1.134  0.4272
H  -2.830  -3.281  -0.554  0.3983
H  -6.697  -2.283  0.102  0.2658
H  -7.911  -0.841  -1.473  0.3311
H  -6.628  0.675  -2.909  0.2670
H  -5.804  2.198  -3.965  0.4690
H  -4.283  2.348  -4.754  0.4959
H  -4.974  0.760  -4.677  0.4687
H  -2.050  0.719  -2.369  0.2672
H  -2.779  0.171  -3.917  0.4189
H  -2.194  1.847  -3.774  0.4145
H  -3.691  2.799  -1.097  0.3479
H  -3.528  3.575  -2.718  0.3649
H  -5.138  3.197  -2.025  0.3811
H  -1.752  2.722  -1.313  0.4054

Properties
Net charge: -1
Orbital gap (eV): 6.599
Largest force on an atom (hartree/bohr): 0.0427
Relative energy (zero: lowest compared OMol25 entry of this formula, charge and spin) (kcal/mol): 24.3
SMILES: CN1C(=O)[C@H](Oc2c(C(C)(C)C)cccc2C(C)(C)C)C=C1[O-]
E (eV): -27758.4093


Entry 4:
DFT (ωB97M-V/def2-TZVPD) results for a molecular structure, C19H26NPd in a non-equilibrium geometry.

Last column: Mulliken charge in e.
Atoms and positions in Å:
Pd  -0.281  -0.464  0.115  -0.1478
C  0.019  3.916  -2.320  -1.7705
C  -1.078  2.871  -2.120  0.9962
C  -2.045  2.902  -3.316  -1.4746
C  -0.509  1.482  -1.916  0.9998
C  0.862  1.242  -1.773  -0.1056
C  1.365  -0.063  -1.760  -0.9113
C  0.541  -1.178  -2.023  0.7685
C  1.141  -2.496  -2.410  -1.8604
C  -0.854  -0.955  -2.076  -0.9327
C  -1.363  0.351  -1.954  -0.9029
H  -0.418  4.883  -2.550  0.4189
H  0.656  3.629  -3.151  0.4334
H  0.628  4.036  -1.427  0.3787
H  -1.653  3.145  -1.227  0.1753
H  -1.590  2.438  -4.187  0.3858
H  -2.283  3.934  -3.562  0.4323
H  -2.985  2.398  -3.100  0.3694
H  1.563  2.058  -1.702  0.4652
H  2.435  -0.207  -1.685  0.4911
H  2.116  -2.638  -1.949  0.4325
H  1.285  -2.510  -3.491  0.3592
H  0.493  -3.332  -2.157  0.3779
H  -1.524  -1.776  -2.321  0.4703
H  -2.432  0.499  -2.052  0.3542
C  -1.270  -2.463  2.156  -0.9835
N  0.028  -2.384  1.486  0.4826
C  0.292  -3.609  0.748  -1.2092
C  1.092  -2.019  2.421  -0.5749
C  0.878  -0.588  2.869  0.6280
C  1.147  -0.178  4.166  -0.8527
C  0.897  1.131  4.543  -0.5853
C  0.373  2.039  3.639  -0.6576
C  0.126  1.644  2.328  -0.0444
C  0.359  0.331  1.947  0.2154
H  -2.072  -2.462  1.412  0.2376
H  -1.401  -1.618  2.833  0.3901
H  -1.339  -3.384  2.745  0.3735
H  -0.457  -3.717  -0.039  0.3189
H  0.229  -4.494  1.394  0.3449
H  1.286  -3.582  0.300  0.3057
H  2.051  -2.095  1.897  0.3912
H  1.116  -2.703  3.281  0.3572
H  1.561  -0.884  4.873  0.4132
H  1.122  1.443  5.549  0.3947
H  0.153  3.052  3.944  0.4243
H  -0.264  2.375  1.623  0.4274

Properties
Net charge: +1
Orbital gap (spin up / spin down) (eV): 6.918 / 6.914
Largest force on an atom (hartree/bohr): 0.0654
E (eV): -25087.7745